Here is a 2-piece molecular cluster, C13H20Cl2N5O2 overall in a non-equilibrium geometry from OMol25. Energies are from ωB97M-V/def2-TZVPD.

```
42
Properties=species:S:1:pos:R:3
C -0.909 0.516 1.980
C -1.086 -0.451 0.810
N -0.964 0.259 -0.485
N 0.005 -0.289 -1.384
C 1.233 0.238 -1.289
N 1.937 0.762 -2.345
N 1.780 0.238 -0.038
C 2.413 -0.995 0.395
C 1.931 -2.256 0.056
C 2.584 -3.383 0.546
C 3.698 -3.279 1.367
C 4.179 -2.013 1.685
C 3.538 -0.879 1.203
C -0.493 -0.495 -2.711
Cl -0.414 -2.151 -3.209
C -0.973 0.434 -3.522
C -1.458 0.250 -4.909
Cl -1.066 2.074 -2.957
H 0.149 0.581 2.232
H -1.441 0.181 2.857
H -1.248 1.525 1.743
H -0.337 -1.230 0.890
H -2.073 -0.898 0.894
H -0.755 1.233 -0.302
H 2.026 1.763 -2.391
H 2.279 0.198 -3.102
H 2.382 1.040 0.097
H 1.057 -2.359 -0.566
H 2.181 -4.351 0.287
H 4.179 -4.158 1.760
H 5.036 -1.892 2.329
H 3.916 0.100 1.463
H -2.502 0.526 -5.017
H -0.892 0.937 -5.540
H -1.254 -0.742 -5.285
C -4.519 3.132 2.945
N -3.544 2.181 3.549
O -2.778 2.606 4.384
O -3.582 1.031 3.158
H -4.364 4.107 3.389
H -4.335 3.152 1.875
H -5.514 2.755 3.158
```

Output
E_LUMO: -4.8 eV
net charge: +1